74
Properties=species:S:1:pos:R:3:mulliken_charge:R:1 method="wB97M-V/def2-TZVPD" charge=-1 spin_multiplicity=1 homo_lumo_gap_ev=4.99 homo_energy_ev=-2.5 e_lumo_ev=2.50 energy_ha=-3589.09670
P 0.55938 -0.02913 0.41839 0.76
C 1.60362 -0.06921 -1.11956 0.31
C 2.79679 -1.04056 -1.15483 -0.51
C 3.64434 -0.77951 -2.41126 -0.97
C 2.81030 -0.88580 -3.69387 -0.71
C 1.59413 0.04694 -3.63887 -0.95
C 0.75008 -0.23292 -2.38880 -0.39
C -0.53125 -1.52618 0.49334 -0.34
C 0.17547 -2.87367 0.27518 -0.76
C -0.78743 -4.03291 0.57702 -0.90
C -2.06655 -3.93076 -0.26435 -0.76
C -2.75070 -2.57178 -0.06680 -0.77
C -1.79316 -1.41451 -0.37618 0.75
C 1.78129 -0.33549 1.78968 -0.07
C 2.82280 0.79703 1.83502 -0.65
C 3.88530 0.52968 2.90771 -0.90
C 3.24651 0.31229 4.28494 -0.68
C 2.19648 -0.80271 4.23575 -0.85
C 1.12798 -0.52445 3.16914 -0.56
H 2.00185 0.95592 -1.13022 0.59
H 2.44408 -2.07929 -1.15915 0.15
H 3.42613 -0.91749 -0.26780 0.26
H 4.48499 -1.48349 -2.44322 0.41
H 4.07312 0.22973 -2.34190 0.37
H 3.43034 -0.65545 -4.56859 0.40
H 2.46284 -1.92244 -3.81384 0.32
H 1.93126 1.09202 -3.61306 0.38
H 0.97992 -0.07315 -4.53974 0.40
H -0.11539 0.43653 -2.35491 -0.32
H 0.36283 -1.25903 -2.44084 0.23
H -0.88450 -1.47946 1.53272 0.87
H -1.05227 -4.00581 1.64351 0.37
H 1.06856 -2.95578 0.90552 0.26
H 0.51043 -2.94689 -0.76742 0.17
H -0.28525 -4.99140 0.39624 0.41
H -2.75288 -4.74690 -0.00815 0.43
H -1.80820 -4.05378 -1.32644 0.32
H -3.64170 -2.49570 -0.70172 0.39
H -3.08977 -2.47938 0.97434 0.39
H -2.27982 -0.45930 -0.17567 -1.40
H -1.53074 -1.43393 -1.43992 0.35
H 2.29720 -1.27157 1.53327 0.59
H 3.28799 0.93894 0.85428 0.39
H 2.30819 1.74268 2.05215 0.20
H 4.46187 -0.36463 2.62988 0.32
H 4.59452 1.36581 2.94164 0.39
H 2.76143 1.24269 4.60857 0.30
H 4.01685 0.08039 5.03048 0.39
H 1.71675 -0.91832 5.21511 0.41
H 2.69154 -1.75818 4.00859 0.35
H 0.41311 -1.35279 3.14582 0.16
H 0.55280 0.37137 3.43088 0.22
Lu -0.53334 2.06009 0.74849 -0.07
Cl -1.99331 0.92584 2.28856 -0.60
Cl 1.29050 3.18953 -0.35588 -0.56
C -1.43113 2.09281 -0.86297 -0.57
H -0.78854 2.33617 -1.72507 0.13
C -2.81509 1.89508 -1.27789 0.88
C -3.83734 1.38432 -0.45248 0.17
C -5.12536 1.21901 -0.94515 -0.97
C -5.43071 1.56757 -2.26498 -0.43
C -4.43263 2.07848 -3.09720 -0.53
C -3.13930 2.23504 -2.60948 -0.67
H -3.59132 1.11363 0.56939 0.24
H -5.90069 0.81924 -0.29732 0.36
H -4.66336 2.35054 -4.12343 0.35
H -2.35553 2.62721 -3.25317 0.33
H -6.44169 1.44047 -2.64235 0.35
C -1.53277 4.80035 0.97484 -0.63
O -1.56820 3.67021 1.80035 -0.48
H -2.11266 4.60375 0.05067 0.21
H -0.48828 5.07084 0.71475 0.31
H -2.01631 5.65586 1.49337 0.30
H -0.99635 3.87568 2.58487 0.33